[1]
{
  "formula": "C35H48As3Cl5CoN5O2",
  "method": "the ωB97M-V functional and the def2-TZVPD basis",
  "spin_multiplicity": 2,
  "charge": 1,
  "species": ["Co", "Cl", "C", "C", "C", "Cl", "C", "Cl", "C", "Cl", "C", "Cl", "C", "As", "C", "C", "C", "C", "C", "As", "C", "C", "C", "As", "C", "C", "H", "H", "H", "H", "H", "H", "H", "H", "H", "H", "H", "H", "H", "H", "H", "H", "H", "H", "H", "H", "H", "H", "H", "H", "H", "H", "H", "O", "N", "O", "C", "C", "C", "C", "C", "C", "N", "C", "C", "N", "C", "C", "C", "C", "H", "H", "H", "H", "H", "H", "H", "C", "C", "N", "C", "C", "C", "C", "N", "H", "H", "H", "H", "H", "H", "H", "H", "H", "H", "H", "H", "H", "H"],
  "coordinates": [[-0.931874, 0.056886, 0.796556], [2.147635, -1.685289, 1.184027], [1.910865, -0.161754, 1.943655], [0.713905, 0.531379, 1.750333], [0.534623, 1.638793, 2.591560], [-1.048620, 2.364501, 2.623499], [1.496340, 2.110090, 3.476939], [1.178420, 3.471515, 4.473914], [2.706350, 1.428942, 3.578708], [3.904339, 1.964423, 4.682014], [2.901609, 0.272087, 2.829146], [4.346481, -0.634743, 3.037450], [3.737337, -0.712058, -2.768081], [2.397185, 0.671379, -2.354904], [3.626397, 2.211589, -2.546423], [1.537686, 0.806558, -4.119949], [0.270903, -0.032985, -4.412984], [-0.981980, 0.821887, -4.176273], [0.084141, -1.329811, -3.581909], [-0.713974, -1.330390, -1.729364], [-2.566453, -1.790670, -2.233339], [-0.118981, -3.160750, -1.331727], [0.275999, -0.391504, -5.913726], [1.610261, -1.508383, -6.900120], [2.178107, -2.883820, -5.610871], [3.244340, -0.406146, -6.874736], [4.050708, -0.666694, -3.811454], [3.366988, -1.711502, -2.538006], [4.604448, -0.523984, -2.136775], [3.329635, 2.841441, -3.385119], [4.641781, 1.856017, -2.710955], [3.623479, 2.818221, -1.639333], [2.309647, 0.559768, -4.847016], [1.290972, 1.861576, -4.272702], [-1.016551, 1.141786, -3.133166], [-1.884637, 0.247104, -4.399008], [-0.981565, 1.707840, -4.813864], [1.026754, -1.868854, -3.488818], [-0.613755, -1.967663, -4.131955], [-2.578102, -2.608906, -2.954238], [-3.088090, -0.933842, -2.661278], [-3.112555, -2.103565, -1.340109], [0.141361, -3.679816, -2.254016], [-0.914565, -3.724719, -0.843082], [0.750517, -3.133917, -0.679671], [0.278450, 0.543852, -6.483895], [-0.674750, -0.882526, -6.145381], [1.322433, -3.477373, -5.291488], [2.682123, -2.465427, -4.740177], [2.873117, -3.547272, -6.124610], [3.010287, 0.625327, -7.137387], [3.923361, -0.791733, -7.634389], [3.763324, -0.427868, -5.916773], [-6.440674, 3.192556, -3.035937], [-6.229421, 2.196936, -2.374992], [-7.018942, 1.277342, -2.272193], [-4.944358, 2.089314, -1.708731], [-3.979009, 2.971322, -2.105800], [-2.662121, 2.891250, -1.615115], [-1.632169, 3.796647, -1.958213], [-0.374566, 3.589153, -1.468847], [-0.124766, 2.500379, -0.620535], [-1.070344, 1.647993, -0.271339], [-2.321432, 1.836290, -0.748437], [-3.345953, 0.968912, -0.254449], [-2.955287, 0.072579, 0.682246], [-3.890346, -0.615290, 1.316609], [-5.237470, -0.514415, 0.992827], [-5.643565, 0.318654, -0.023877], [-4.682892, 1.108820, -0.686819], [-4.250194, 3.734321, -2.821882], [-1.855477, 4.645838, -2.591613], [0.434687, 4.265065, -1.707497], [0.851614, 2.358729, -0.179237], [-3.561366, -1.251732, 2.126078], [-5.961796, -1.092941, 1.548436], [-6.680808, 0.380366, -0.301146], [-1.514138, -4.590164, 5.162407], [-2.426597, -3.558683, 4.504495], [-2.012094, -3.191717, 3.145577], [-2.463639, -4.059166, 2.062845], [-1.400840, -5.055071, 1.599924], [-1.284943, -2.080477, 2.898797], [-0.788784, -1.278644, 4.067133], [-1.003817, -1.670595, 1.692638], [-1.749386, -4.679852, 6.222520], [-0.470471, -4.288274, 5.070090], [-1.629124, -5.571917, 4.704899], [-2.471806, -2.660841, 5.114601], [-3.443450, -3.948568, 4.444774], [-2.794868, -3.447234, 1.216943], [-3.343589, -4.595264, 2.416225], [-0.449681, -4.554962, 1.414896], [-1.729529, -5.543726, 0.682197], [-1.241295, -5.829682, 2.347940], [-1.587731, -0.659239, 4.481096], [0.010175, -0.628620, 3.734408], [-0.402707, -1.921176, 4.855335], [-1.326890, -2.323614, 0.985494]],
  "forces_ev_per_angstrom": [[0.4, -0.4, 1.0], [0.1, -0.3, -0.5], [-0.2, 0.5, 0.2], [0.3, 0.3, 0.1], [0.3, -0.4, -0.3], [-0.2, 0.2, 0.2], [-0.1, 0.0, 0.1], [0.0, 0.1, 0.0], [0.0, 0.0, 0.1], [0.1, 0.0, 0.0], [0.0, -0.1, -0.1], [0.1, 0.0, 0.0], [-0.1, 0.0, 0.1], [0.1, 0.0, 0.3], [-0.1, 0.0, 0.0], [-0.1, -0.2, -0.1], [-0.2, -0.1, 0.2], [0.1, 0.0, -0.1], [0.2, 0.3, 0.1], [0.1, -0.1, -0.3], [0.1, 0.0, 0.0], [-0.1, 0.0, 0.0], [0.0, -0.2, 0.0], [-0.1, 0.0, -0.1], [0.0, 0.1, 0.0], [0.0, 0.0, 0.1], [0.0, 0.0, 0.1], [0.0, 0.0, 0.0], [0.0, 0.0, 0.1], [0.0, 0.0, 0.0], [0.0, 0.0, -0.1], [0.0, -0.1, 0.0], [0.0, 0.1, 0.0], [0.0, 0.0, 0.0], [-0.1, 0.1, 0.1], [0.0, 0.0, 0.0], [0.0, 0.0, 0.0], [0.0, 0.0, 0.1], [0.1, -0.1, 0.0], [0.0, 0.0, 0.0], [0.1, 0.0, 0.0], [0.0, 0.0, 0.0], [-0.1, 0.0, 0.0], [0.0, 0.0, 0.0], [0.0, 0.0, 0.0], [0.0, 0.0, 0.0], [0.0, 0.0, -0.1], [0.0, 0.0, 0.0], [0.0, 0.0, 0.0], [0.0, 0.0, 0.0], [0.0, 0.0, 0.0], [0.0, -0.1, 0.0], [0.0, 0.0, -0.1], [0.1, 0.0, 0.1], [-0.9, 0.3, -0.5], [0.2, -0.2, 0.2], [1.3, 0.5, 0.2], [-1.1, -0.3, -0.1], [1.0, -0.4, 0.6], [-0.3, -0.1, -0.1], [0.1, 0.1, 0.0], [-0.1, 0.1, 0.0], [0.1, 0.3, -0.3], [-0.2, 0.6, -0.4], [-0.5, 0.0, -0.2], [-0.4, 0.1, -0.5], [0.4, 0.1, -0.1], [-0.4, 0.2, -0.1], [0.2, -0.2, 0.1], [0.1, -0.2, 0.1], [0.0, 0.0, -0.1], [0.0, 0.0, -0.1], [0.0, 0.0, 0.0], [0.0, -0.2, -0.1], [0.1, -0.1, -0.1], [0.0, 0.0, 0.0], [-0.1, 0.0, 0.0], [0.0, 0.1, -0.1], [0.2, -0.1, 0.2], [-0.2, 0.0, 0.1], [0.2, -0.1, -0.1], [-0.1, 0.0, 0.0], [0.1, 0.2, -0.1], [-0.1, 0.1, 0.0], [-0.4, -0.4, 0.0], [0.0, 0.0, 0.0], [0.0, 0.0, 0.0], [0.0, 0.0, 0.0], [0.0, 0.0, 0.0], [0.0, 0.1, 0.0], [-0.1, 0.0, 0.0], [0.0, 0.0, 0.0], [0.0, 0.0, 0.0], [0.0, 0.0, 0.0], [0.0, 0.0, 0.0], [0.0, 0.0, 0.0], [0.0, 0.0, 0.0], [-0.1, 0.0, 0.0], [0.1, -0.1, 0.1]]
}



[2]
{
  "formula": "C4H10O2",
  "method": "the ωB97M-V functional and the def2-TZVPD basis",
  "spin_multiplicity": 1,
  "species": ["C", "C", "C", "O", "C", "O", "H", "H", "H", "H", "H", "H", "H", "H", "H", "H"],
  "coordinates": [[1.785409, 0.626941, 0.173402], [0.504336, -0.115072, -0.222147], [-0.611703, 0.890177, -0.489857], [-1.704344, 0.188427, -1.117289], [0.309093, -1.127364, 0.896496], [-1.340027, -1.736492, 0.622003], [2.141595, 1.268874, -0.638610], [1.612671, 1.252204, 1.058165], [2.571830, -0.091993, 0.421406], [0.691251, -0.626625, -1.180866], [-0.272985, 1.693091, -1.161506], [-0.943853, 1.338715, 0.458123], [-2.490691, 0.746961, -1.086859], [-0.914734, -2.553263, 0.331637], [0.051757, -0.556418, 1.806566], [-1.696877, -1.256794, -0.168180]],
  "forces_ev_per_angstrom": [[0.1, 0.1, 0.0], [0.1, -0.1, -0.1], [0.2, 0.2, 0.2], [-0.3, 0.1, 0.1], [-0.1, 0.3, 0.0], [0.2, -0.1, -0.2], [-0.1, -0.1, 0.1], [0.0, -0.1, -0.1], [-0.1, 0.1, 0.0], [0.0, 0.0, 0.2], [0.0, -0.1, 0.1], [0.0, -0.1, -0.1], [0.1, -0.1, -0.1], [-0.3, -0.1, 0.0], [0.0, 0.0, -0.1], [0.1, 0.0, 0.2]]
}



[3]
{
  "formula": "C20H28Cl2InN2O6",
  "method": "the ωB97M-V functional and the def2-TZVPD basis",
  "spin_multiplicity": 1,
  "charge": -1,
  "species": ["In", "Cl", "N", "N", "C", "C", "C", "C", "C", "C", "H", "H", "H", "H", "H", "H", "C", "C", "C", "C", "H", "H", "H", "H", "H", "H", "O", "H", "H", "O", "H", "H", "C", "C", "C", "H", "H", "C", "C", "H", "C", "C", "C", "C", "H", "C", "H", "H", "H", "H", "H", "H", "H", "H", "O", "Cl", "O", "O", "O"],
  "coordinates": [[0.572724, 0.972604, 0.059107], [-0.957642, -0.740310, 0.861772], [2.141332, -0.779198, 0.628798], [-1.651635, 2.000066, -0.172342], [2.898091, -1.215526, -0.338908], [-2.145662, 1.829020, -1.364566], [2.336230, -1.680600, 1.793981], [3.681466, -2.307727, 1.449033], [1.286498, -2.769966, 1.847329], [2.321997, -0.855991, 3.061238], [1.293732, -3.354514, 0.918062], [0.293296, -2.325372, 1.967739], [1.509036, -3.429692, 2.694914], [3.174059, -0.169624, 3.066320], [2.386805, -1.525510, 3.927581], [1.398493, -0.275009, 3.134792], [-2.744026, 2.403966, 0.754880], [-3.922557, 2.565878, -0.201018], [-2.350238, 3.693368, 1.453953], [-3.054924, 1.357204, 1.797751], [-3.270500, 0.396085, 1.322459], [-3.941552, 1.687474, 2.356744], [-2.218638, 1.230408, 2.492128], [-2.023419, 4.432234, 0.716320], [-1.544730, 3.511573, 2.176828], [-3.220691, 4.084793, 1.993861], [-3.454806, 2.034101, -1.484748], [-4.198424, 3.616442, -0.360348], [-4.815520, 1.987731, 0.060726], [3.777762, -2.158965, -0.017078], [3.780921, -3.379372, 1.655171], [4.521642, -1.753377, 1.891500], [2.822811, -0.767862, -1.758212], [-1.390831, 1.480438, -2.614525], [-0.719047, 0.130412, -2.592552], [-0.618747, 2.266526, -2.715815], [-2.094256, 1.572663, -3.450356], [0.450243, -0.031582, -1.883560], [1.406483, -0.960277, -2.208791], [1.087457, 2.763903, 2.236581], [0.954428, -2.110504, -2.896500], [-0.349428, -2.114964, -3.403070], [1.875385, -3.271138, -3.066111], [-1.191384, -1.007674, -3.281832], [-0.690767, -2.984407, -3.966568], [-2.544629, -0.982744, -3.903131], [-2.826789, -1.983787, -4.242972], [-2.565309, -0.318038, -4.776822], [-3.300661, -0.628157, -3.191810], [2.735533, -3.004849, -3.696263], [1.354165, -4.107543, -3.540142], [2.271752, -3.620219, -2.100602], [3.554426, -1.336067, -2.340763], [3.094754, 0.299800, -1.766354], [1.907247, 1.915579, 5.238208], [0.900728, 2.322572, 4.319213], [-0.104838, 1.322054, 4.067315], [0.340729, 3.626097, 4.528387], [1.781426, 2.447574, 2.863064]],
  "forces_ev_per_angstrom": [[1.4, 2.3, 1.0], [-0.9, -0.9, 0.3], [1.0, -1.5, -1.7], [-1.1, -0.2, -2.1], [-1.3, 1.1, 2.1], [1.1, 0.4, 2.5], [0.2, 0.4, -0.3], [0.7, 0.0, -0.5], [-0.5, -0.2, 0.0], [0.3, -0.1, 0.3], [-0.1, 0.0, 0.1], [0.3, -0.3, 0.0], [0.0, 0.0, -0.1], [-0.2, 0.0, 0.1], [0.0, 0.2, 0.0], [0.2, -0.2, -0.1], [0.6, -0.2, -0.4], [-0.3, 0.0, -0.9], [-0.1, 0.3, -0.1], [-0.2, -0.4, 0.3], [0.1, 0.1, 0.2], [0.1, 0.0, 0.0], [-0.2, -0.1, -0.2], [0.0, 0.0, 0.2], [-0.2, 0.1, -0.3], [0.1, 0.0, 0.0], [-1.3, 0.5, -0.1], [0.0, -0.2, 0.0], [0.2, 0.1, 0.1], [0.7, -0.9, 0.7], [-0.1, 0.3, 0.1], [-0.1, -0.1, -0.2], [0.4, -0.2, 0.8], [-0.4, 0.3, 0.3], [-0.1, -2.0, -0.5], [-0.3, -0.4, -0.1], [0.2, 0.0, 0.1], [0.9, 2.1, 0.0], [-1.5, -1.4, -1.0], [0.0, -0.4, -1.1], [0.3, 0.9, -0.1], [0.2, -0.1, 0.2], [0.2, -0.5, -0.2], [0.5, 1.0, -0.1], [0.0, 0.1, 0.2], [-0.4, -0.2, -0.4], [-0.1, 0.1, 0.0], [-0.1, -0.1, 0.1], [0.1, -0.1, -0.2], [-0.1, -0.1, 0.1], [0.1, 0.0, 0.0], [-0.1, 0.1, -0.2], [-0.2, 0.1, 0.0], [-0.2, -0.3, -0.2], [-0.5, 0.3, 0.0], [0.3, -0.3, -2.0], [0.9, 1.0, 0.5], [0.4, -0.7, 0.3], [-0.8, 0.0, 2.4]]
}



[4]
{
  "formula": "CH5N3",
  "method": "the ωB97M-V functional and the def2-TZVPD basis",
  "spin_multiplicity": 1,
  "species": ["C", "N", "N", "N", "H", "H", "H", "H", "H"],
  "coordinates": [[-1.420429, -0.232215, 0.265903], [2.312942, 0.210999, -0.120290], [1.442706, -0.537636, -0.234190], [-0.189624, 0.609598, 0.023772], [-1.395976, -0.816577, 1.102292], [-2.224108, 0.534469, 0.407041], [-1.584944, -0.900837, -0.563501], [3.392778, 0.014882, 0.066906], [-0.333349, 1.117317, -0.947933]],
  "forces_ev_per_angstrom": [[0.8, 2.9, -2.6], [2.5, 2.0, 0.7], [-1.2, -0.8, 0.1], [-0.4, 0.2, -1.3], [0.6, -1.2, 2.5], [0.3, -0.8, -0.4], [-0.6, -0.1, -0.5], [-2.4, -0.7, -0.7], [0.4, -1.6, 2.2]]
}



Calculated total energy
In order: -12177.5147, -308.7464, -2450.1324, -205.2015
Unit: Ha